Density functional theory data (ωB97M-V with the def2-TZVPD basis set) for C19H20N2O3 as an isolated structure in a non-equilibrium geometry.

The value obtained for the energy relative to the best compared isomer or geometry (same formula, charge and spin) is 423.6 kcal per mole. For the HOMO energy, the calculation gives -8.55 eV. As for the calculated total energy: -29133.9500 eV. The largest force on an atom comes out at 13.7 eV/Å. Its charge is 0. The frontier orbital gap is 9.2 eV.

```
44
Properties=species:S:1:pos:R:3:mulliken_charge:R:1
C -0.11621 -4.76489 -2.77999 -0.36
C -0.21468 -2.41634 -2.18399 -0.33
H -1.28658 -0.67858 -0.95119 0.28
O 1.19269 3.15097 -1.63995 -0.43
C -1.40063 -4.14636 -1.09668 -1.04
C -1.13096 1.10699 4.45295 -0.92
C 1.00741 2.34536 4.07042 -0.71
C -0.89318 -2.74965 -1.22673 0.58
C 0.08789 0.55129 2.72845 0.55
H -2.01009 -2.65905 1.30327 0.67
C 1.18377 3.54848 -2.96038 -0.13
H 0.45048 -1.24816 1.70449 0.52
O 1.16062 1.21314 -2.42332 -0.52
O -1.96546 -0.37812 2.72340 -0.45
H -1.25920 -6.24660 -1.54729 0.34
C -1.92454 -1.85174 0.77587 -0.82
H -2.03409 0.51504 0.93206 0.29
C -2.45188 -0.40404 1.47548 -0.50
C 0.37434 -3.58403 -2.96764 -0.36
H -3.47618 -0.45434 1.53767 0.51
C -1.60254 -1.59807 -0.47870 -0.35
C -0.41367 2.00716 4.92111 -0.53
C 0.59513 -0.22856 1.35184 -0.41
C -0.73973 -5.28277 -1.63117 -0.70
C -1.10556 0.52970 3.24089 1.19
H 0.74099 4.60615 -2.88294 0.23
H 2.78877 4.35042 -4.12652 0.35
H 0.37830 -5.53565 -3.40253 0.30
N 0.99536 1.39339 -0.06172 0.09
H 1.15713 -3.31452 -3.87206 0.21
H 3.21687 4.50797 -2.50287 0.21
H 2.88661 2.93315 -3.12992 0.52
H -2.05125 -4.17739 -0.43496 0.84
H 0.29087 -1.58071 -2.36745 0.73
C 2.58948 3.76844 -3.23866 -1.31
H -0.39626 2.52247 5.82945 0.45
H 1.29355 3.11072 4.46469 0.80
N 0.98623 0.12808 0.32085 -0.30
C 1.06419 1.88509 -1.47694 0.44
C 1.14156 1.56091 3.19396 -1.05
H 0.66180 2.83335 -3.61951 0.35
H -2.30025 0.81161 5.05130 0.09
H 1.98694 1.70810 2.54029 0.36
H 0.54202 2.21158 0.38468 0.31
```

Density functional theory data (ωB97M-V with the def2-TZVPD basis set) for C19H20N3O8PbS2Se as an isolated structure in a non-equilibrium geometry.

The value obtained for the energy relative to the best compared isomer or geometry (same formula, charge and spin) is 16.3 kcal per mole. For the HOMO energy (spin up / spin down), the calculation gives -2.75 / -2.74 eV. As for the calculated total energy: -133143.6552 eV. Its multiplicity is 2. The largest force on an atom comes out at 1.4 eV/Å. Its charge is -2. The frontier orbital gap (spin up / spin down) is 6.7 / 5.5 eV.

```
54
Properties=species:S:1:pos:R:3:mulliken_charge:R:1
H -3.16511 0.62432 1.67831 0.40
C -1.46363 -0.76128 2.18668 0.80
C -0.91451 -4.73158 -1.23152 0.26
C -3.26424 -4.38024 -1.99659 -1.58
O -1.80979 2.83667 -1.08095 -0.68
C 4.39205 1.77628 -0.29808 -0.80
Pb -0.46798 -1.09396 -1.48478 1.49
H -0.66453 4.68409 0.71733 0.40
C 2.06856 1.34672 -1.78986 0.39
C 2.70152 2.60286 -1.75730 -0.88
H -2.62535 -6.38622 -0.04126 0.39
S -1.78216 2.21678 0.21588 1.32
C 3.84176 2.83104 -1.02494 -0.14
N 2.62104 0.34391 -1.02442 0.70
H 4.30410 3.81025 -1.01774 0.37
N -1.57412 -1.33573 -3.56151 -0.80
O -0.70385 -5.94411 -1.39289 -0.78
H -2.37834 -5.18605 1.23923 0.40
O -1.71885 -0.45861 3.33888 -0.67
O -0.11826 -3.76946 -1.40558 -0.63
O -0.62686 -1.47164 1.63499 -0.65
H 4.08092 -0.29369 0.24946 0.44
C -0.19753 2.61994 0.95912 0.36
H -2.92672 -3.61174 -2.69076 0.10
C 0.68723 1.68373 1.45727 0.13
O -2.42741 -3.05848 -0.19944 -0.37
C 1.17626 4.39494 1.80044 -0.74
Se -2.88332 -1.76839 -6.13407 -0.34
H 4.11075 4.14475 2.34801 0.25
H 3.10434 4.83380 3.62538 0.41
H 0.49310 0.62347 1.33306 0.24
C 2.07571 3.46631 2.32149 1.03
C -2.08809 -1.51028 -4.59547 0.16
O -2.74802 2.72244 1.17475 -0.76
H 3.66277 3.15555 3.74124 0.36
S 0.68907 1.07219 -2.75553 -0.41
H 1.36183 5.45455 1.93896 0.35
H -3.19300 -5.35241 -2.48223 0.41
N -1.86316 0.60116 0.06382 -0.09
H -4.30646 -4.17703 -1.73269 0.39
H 5.29001 1.89504 0.29204 0.42
O 2.08489 -0.84183 -0.96649 -0.80
C 1.82093 2.11491 2.13292 -0.83
C -2.54405 -0.04394 1.08690 -0.73
H -3.07914 -0.92241 0.71956 0.35
H -1.67558 -2.96440 0.40739 0.25
H 2.51946 1.38174 2.51611 0.35
C -2.38293 -4.36746 -0.75681 1.66
H -3.95043 -5.28620 0.41948 0.36
C -2.86853 -5.37589 0.28167 -1.82
C 3.30715 3.92539 3.05668 -1.53
C 0.04828 3.97569 1.11941 -1.02
H 2.22513 3.38795 -2.32563 0.39
C 3.74508 0.56655 -0.30990 -0.27
```

Density functional theory data (ωB97M-V with the def2-TZVPD basis set) for a single C19H20N4O molecule.

The value obtained for the energy relative to the best compared isomer or geometry (same formula, charge and spin) is 0.0 kcal per mole. For the HOMO energy, the calculation gives -8.21 eV. The SMILES is O=C(Nc1ccc2nc(-c3cccnc3)[nH]c2c1)C1CCCCC1. As for the calculated total energy: -28037.1755 eV. The largest force on an atom comes out at 0.9 eV/Å. Its charge is 0. The frontier orbital gap is 8.2 eV.

```
44
Properties=species:S:1:pos:R:3:mulliken_charge:R:1
H -7.86200 -0.45677 -1.68904 0.39
H -0.12786 0.04867 2.30772 0.40
H 1.28217 -2.62704 -0.72583 0.62
H 4.75277 -0.16159 -2.06856 0.45
H 2.54210 1.13838 -1.72923 0.48
C -1.55197 -0.57832 0.81193 0.35
C -7.65316 0.74638 0.07935 -0.27
H 5.26888 2.92316 0.06691 0.35
C 0.47631 -2.02820 -0.33105 -0.15
H 5.58429 0.57512 0.76599 0.32
H 3.36465 1.74865 1.14488 0.32
H -8.68287 1.07666 0.10894 0.38
C 3.22902 -0.96191 0.91609 0.22
N 1.98750 -1.23823 1.41749 -0.08
C -5.03881 -0.00912 0.12306 0.42
H 5.27960 -1.27068 -0.79379 0.37
H -5.44715 -1.14768 -1.63863 0.48
H 1.99499 -1.38710 2.41980 0.28
H 2.78368 2.93402 -0.03125 0.36
H 6.49691 0.89608 -0.71104 0.35
H 1.55367 0.80782 -0.30798 0.24
C 5.49130 0.80938 -0.29415 -0.57
C -0.76033 -2.07418 -0.93278 -1.24
C -1.79226 -1.33377 -0.36359 0.85
H 4.69968 2.39586 -1.52010 0.32
O 4.19108 -1.09676 1.64204 -0.67
H -0.93820 -2.67654 -1.80832 0.44
N -2.75334 -0.00248 1.11748 -0.05
H -2.94100 0.60607 1.89541 0.18
C -3.64780 -0.40821 0.15373 0.17
C 2.58190 0.88609 -0.66649 -0.81
C -7.19456 -0.10533 -0.91779 -0.48
C -0.30699 -0.52836 1.41251 -0.91
C 4.75535 -0.33364 -0.98903 -1.31
N -3.09801 -1.19834 -0.73212 -0.71
C 3.32279 1.99026 0.08045 -0.61
H -5.03843 1.25731 1.88846 0.30
H 2.79635 -1.19234 -1.15584 0.23
C -5.86826 -0.48872 -0.89561 -0.38
C 3.30209 -0.46188 -0.51873 0.59
C -5.61347 0.84252 1.06961 -0.14
C 0.71771 -1.24913 0.81289 -0.01
N -6.88008 1.20769 1.04751 -0.67
C 4.74174 2.12621 -0.46133 -0.77
```

Density functional theory data (ωB97M-V with the def2-TZVPD basis set) for a single C19H20N4O2S molecule in a non-equilibrium geometry.

The value obtained for the energy relative to the best compared isomer or geometry (same formula, charge and spin) is 104.7 kcal per mole. For the HOMO energy, the calculation gives -7.88 eV. The SMILES is CC1=CC(C)(C)NN1C1=NS(=O)(=O)c2ccccc2N1c1ccccc1. As for the calculated total energy: -40915.7201 eV. The largest force on an atom comes out at 4.6 eV/Å. Its charge is 0. The frontier orbital gap is 8.3 eV.

```
46
Properties=species:S:1:pos:R:3:mulliken_charge:R:1
H 1.79802 3.38579 0.82981 0.41
H 0.66558 2.30918 3.56025 0.35
H -1.61404 0.01543 2.13186 0.26
C -0.61128 -3.69808 1.43172 -0.99
H -3.24084 -0.38009 -0.58598 0.48
H 2.88458 1.17452 0.24979 0.37
S 0.83617 0.19741 -2.98858 1.32
C -0.94783 -4.26293 -0.89181 -1.00
C -0.91272 0.32771 -2.87318 0.09
H -3.59964 1.25231 -4.59810 0.42
H -1.30928 1.07349 -4.88745 0.44
C -0.65792 -1.94447 -0.26744 0.32
C 3.47313 1.56212 3.28038 -1.62
H -1.11747 -5.01483 -1.61342 0.44
H 2.50464 3.99653 2.30919 0.45
H 3.53650 0.47908 3.50653 0.38
C -1.70820 0.81036 -3.91321 -0.55
H 3.23965 2.09591 4.20601 0.31
N 1.07839 0.49230 0.83778 0.69
C -1.24588 1.02967 1.95852 -1.37
H -0.75254 -2.63875 -2.31645 0.41
H 4.45530 1.91747 2.88886 0.36
C -3.07521 0.86291 -3.75355 -0.39
C -0.80005 -2.91872 -1.26347 0.17
C 2.58834 3.24584 1.57430 -1.64
C 1.03942 1.79536 2.68156 -1.31
C -0.50942 -2.35549 1.07859 -0.15
H -0.49993 -3.98102 2.46165 0.44
H 3.56867 3.38398 1.07363 0.37
N -0.59596 -0.55715 -0.64899 1.39
H -1.52083 1.62398 2.78530 0.47
C -1.43055 -0.09138 -1.68108 -0.28
N 2.44558 0.82345 1.11917 -0.87
O 1.37693 1.17561 -3.95475 -0.75
H -4.74636 0.47411 -2.40820 0.37
C -3.66050 0.43231 -2.56663 -0.84
H -1.74685 1.40613 1.04930 0.18
C -0.88084 -4.61342 0.42476 -0.39
N 1.41843 0.53201 -1.41984 -0.88
O 1.17574 -1.17948 -3.39997 -0.64
C -2.83814 -0.04605 -1.53254 -0.46
C 2.43401 1.84723 2.17656 1.70
C 0.63804 0.11592 -0.47102 0.21
H -1.04050 -5.64771 0.70967 0.36
C 0.26105 1.09439 1.84121 0.84
H -0.35535 -1.60296 1.86923 0.13
```

Density functional theory data (ωB97M-V with the def2-TZVPD basis set) for C19H20N4O2STc as an isolated structure in a non-equilibrium geometry.

For the HOMO energy (spin up / spin down), the calculation gives -22.11 / -22.06 eV. As for the calculated total energy: -43070.7442 eV. Its multiplicity is 4. The largest force on an atom comes out at 6.7 eV/Å. Its charge is +4. The frontier orbital gap (spin up / spin down) is 8.6 / 5.6 eV.

```
47
Properties=species:S:1:pos:R:3:mulliken_charge:R:1
H 1.30085 2.15132 -3.30034 0.52
Tc 0.17986 -0.06194 -0.52072 -0.13
C 0.10165 -1.57182 0.64409 0.59
H 0.91769 5.07450 0.54607 0.36
C -0.18796 -0.11365 5.31548 -0.55
S -1.27868 0.83902 1.00076 0.03
H 0.20414 2.40113 3.02701 0.49
H 1.05369 -2.13450 -3.50700 0.55
H 4.94035 -2.28907 -1.88368 0.35
C -1.04672 -0.90101 4.58677 -0.26
H 2.41703 -0.03251 -3.50555 0.55
N -1.39209 -0.52490 3.31375 0.00
O 2.32740 0.97993 1.38332 -0.19
C 0.41406 3.38898 -0.54908 0.39
H -4.91946 -1.53324 -0.09893 0.35
C -0.67903 1.30783 -3.01890 -0.25
C 1.34575 0.00549 -3.29703 -0.32
C 0.44630 4.81590 -0.40410 -1.09
C -4.20831 -2.30176 -0.40971 -1.13
C 0.58200 -1.17135 -3.30132 -0.36
H -4.50785 -2.71762 -1.37415 0.39
H -1.39325 -2.00885 -3.30723 0.52
H -1.99097 -1.13903 2.76189 0.21
C -0.11995 1.47015 3.48700 -0.52
H 0.93589 1.73191 5.35111 0.47
H -1.47619 -1.83799 4.93574 0.45
C -0.88119 0.59688 2.70886 0.56
H -1.18580 2.27502 -3.01476 0.55
C -2.90840 -1.71454 -0.55109 0.44
N 2.07967 -1.38571 -1.09900 -0.07
C 0.71647 1.23747 -3.17377 -0.54
C 1.57332 0.59911 0.58290 0.70
H 4.02337 -3.76330 -1.44308 0.35
H -0.57351 5.20587 -0.43395 0.35
N 0.40631 2.25622 -0.74953 -0.02
C 4.27835 -2.74421 -1.14338 -1.02
H 0.12243 -0.43431 6.30369 0.48
N -1.85395 -1.31344 -0.77067 -0.05
C -0.79970 -1.10109 -3.17994 -0.50
H 4.76078 -2.75245 -0.16625 0.36
C 3.07621 -1.96913 -1.06332 0.46
C -1.43470 0.14189 -3.01944 -0.19
H -2.52450 0.20870 -3.01564 0.55
H 1.02500 5.23322 -1.23040 0.37
O 0.03024 -2.39697 1.46621 -0.21
C 0.26800 1.08991 4.77799 -0.33
H -4.16463 -3.09607 0.33935 0.36
```

Density functional theory data (ωB97M-V with the def2-TZVPD basis set) for a single C19H20N6O2S molecule in a non-equilibrium geometry.

The value obtained for the energy relative to the best compared isomer or geometry (same formula, charge and spin) is 3.5 kcal per mole. For the HOMO energy, the calculation gives -8.39 eV. The SMILES is CCCn1c(SCC(=O)NNC(=O)c2ccccc2)nnc1-c1cccnc1. As for the calculated total energy: -43898.7396 eV. The largest force on an atom comes out at 1.1 eV/Å. Its charge is 0. The frontier orbital gap is 9.0 eV.

```
48
Properties=species:S:1:pos:R:3:mulliken_charge:R:1
C 5.54247 0.05532 -0.74183 -0.38
C -2.14418 1.02664 0.58214 0.65
H 4.69751 -1.91294 -0.73479 0.41
H -3.86779 -1.89769 -0.95702 0.20
C 0.39787 -2.55649 1.44979 -0.78
C 3.22953 -0.41487 -0.32815 -0.28
H -0.35474 2.23847 1.95621 0.49
C 4.50819 -0.85714 -0.61082 -0.61
C 4.01920 1.85806 -0.30057 -0.40
C -2.31967 -0.45565 -1.40800 -1.35
H 2.40905 -1.11093 -0.23177 0.46
N 1.48063 2.35842 1.06544 -0.07
S -2.78968 2.44436 -0.19101 -0.12
C -4.81922 0.00305 -1.23029 -1.39
H -3.84602 -1.31462 -2.62369 0.45
N -1.99022 -0.17216 -0.03920 0.70
H -2.18547 -3.12556 -0.66143 0.38
C -3.73798 -1.01056 -1.58116 -0.29
O 0.12381 4.18230 -0.46035 -0.63
H -4.77300 0.27338 -0.17797 0.37
C 5.29468 1.41055 -0.59616 -0.69
H 0.84531 -5.67102 0.23560 0.40
C -0.75984 -2.25655 0.72461 0.43
H 0.80372 -1.80943 2.11458 0.58
N -0.69442 -4.43374 -0.26127 -0.67
H -5.80240 -0.41669 -1.42818 0.44
C 1.58634 1.36276 0.14184 0.52
C -1.91308 3.74418 0.75053 -0.72
C 0.99202 -3.79323 1.29323 -0.51
H 3.82865 2.91863 -0.22122 0.47
N -1.15204 -0.23670 1.98728 -0.66
H 1.88777 -4.05142 1.83662 0.42
H 6.54097 -0.28850 -0.96743 0.39
C 0.41229 -4.69506 0.41054 -0.30
H 2.28629 2.88509 1.37080 0.25
C 2.98083 0.94361 -0.15643 0.12
N -1.66886 0.98185 1.80505 -0.72
O 0.60823 0.81913 -0.33211 -0.59
H 6.09801 2.12215 -0.71628 0.40
N 0.23066 2.87563 1.39500 -0.42
C -1.26813 -3.25528 -0.10573 -0.11
H -2.15102 3.62327 1.80497 0.38
C -1.32769 -0.93284 0.89095 0.52
C -0.42588 3.63492 0.46450 0.48
H -1.58046 -1.16431 -1.78949 0.54
H -2.22401 0.48199 -1.96443 0.57
H -2.30478 4.68087 0.35759 0.41
H -4.70341 0.90874 -1.82049 0.28
```